(1)
{
  "formula": "C33H39ClF4INO17",
  "method": "ωB97M-V/def2-TZVPD",
  "smiles": "CC[C@H](Cl)c1cc2c(c(C[C@H](C)O)c1CCCC(=O)O)C(=O)N(CCCI)C2=O.O=C1OC[C@@H](F)O1.O=C1OC[C@@H](F)O1.O=C1OC[C@@H](F)O1.O=C1OC[C@@H](F)O1",
  "charge": 0,
  "homo_energy_ha": -0.331,
  "species": ["C", "C", "C", "Cl", "C", "C", "C", "C", "C", "C", "C", "C", "O", "C", "C", "C", "C", "C", "O", "O", "C", "O", "N", "C", "C", "C", "I", "C", "O", "H", "H", "H", "H", "H", "H", "H", "H", "H", "H", "H", "H", "H", "H", "H", "H", "H", "H", "H", "H", "H", "H", "H", "H", "H", "H", "H", "O", "C", "O", "C", "C", "F", "O", "H", "H", "H", "O", "C", "O", "C", "C", "F", "O", "H", "H", "H", "O", "C", "O", "C", "C", "F", "O", "H", "H", "H", "O", "C", "O", "C", "C", "F", "O", "H", "H", "H"],
  "coordinates": [[0.35, -2.13, 2.75], [-0.31, -0.82, 2.09], [-0.75, -0.97, 0.55], [-0.19, -2.52, -0.26], [-0.22, 0.36, -0.21], [1.25, 0.31, -0.76], [1.75, 1.58, -1.47], [0.88, 2.86, -1.61], [-0.56, 2.94, -1.08], [-1.42, 4.28, -1.24], [-1.67, 4.90, 0.25], [-3.18, 5.41, 0.48], [-0.74, 5.95, 0.58], [-1.11, 1.64, -0.38], [-2.62, 1.58, 0.19], [-3.50, 0.89, -1.00], [-5.03, 1.38, -1.02], [-5.21, 2.93, -1.33], [-5.67, 3.67, -0.42], [-4.95, 3.56, -2.58], [1.79, 3.92, -2.38], [1.53, 5.00, -2.94], [3.15, 3.31, -2.34], [4.08, 4.12, -1.47], [5.20, 3.24, -0.73], [6.43, 4.21, -0.25], [5.80, 6.19, 0.39], [3.15, 1.86, -2.18], [3.96, 0.98, -2.53], [1.20, -2.59, 2.15], [0.82, -1.78, 3.75], [-0.46, -2.90, 3.06], [-1.28, -0.60, 2.68], [0.36, 0.09, 2.25], [-1.89, -0.94, 0.47], [1.94, -0.60, -0.66], [-0.80, 5.06, -1.81], [-2.45, 4.12, -1.69], [-1.52, 4.02, 0.98], [-3.82, 5.39, -0.48], [-3.21, 6.51, 0.82], [-3.68, 4.73, 1.27], [-0.67, 6.02, 1.56], [-3.04, 2.61, 0.45], [-2.58, 0.89, 1.11], [-2.99, 1.24, -1.98], [-3.37, -0.24, -0.94], [-5.60, 1.12, -0.06], [-5.56, 0.79, -1.87], [-4.09, 3.28, -2.96], [3.42, 4.60, -0.66], [4.57, 4.90, -2.13], [4.70, 2.72, 0.16], [5.70, 2.47, -1.42], [7.12, 4.28, -1.17], [7.00, 3.61, 0.55], [2.63, -5.06, 3.05], [3.17, -4.87, 2.00], [3.61, -3.65, 1.58], [4.30, -3.87, 0.36], [3.70, -5.15, -0.13], [4.60, -5.88, -0.83], [3.40, -5.84, 1.07], [5.38, -3.96, 0.55], [4.14, -3.04, -0.34], [2.78, -5.02, -0.71], [-6.22, -0.90, 0.57], [-5.56, -1.90, 0.59], [-4.20, -1.92, 0.69], [-3.82, -3.28, 0.82], [-4.98, -4.00, 0.20], [-5.18, -5.20, 0.79], [-6.08, -3.16, 0.51], [-3.69, -3.52, 1.88], [-2.88, -3.48, 0.29], [-4.91, -4.12, -0.88], [0.54, -5.53, -1.02], [-0.50, -5.80, -1.55], [-0.79, -7.03, -2.08], [-2.15, -6.99, -2.48], [-2.38, -5.53, -2.67], [-3.67, -5.20, -2.38], [-1.54, -4.93, -1.71], [-2.77, -7.42, -1.70], [-2.30, -7.56, -3.40], [-2.12, -5.15, -3.67], [3.62, -0.67, 0.68], [3.60, 0.03, 1.64], [2.79, -0.17, 2.72], [3.17, 0.79, 3.70], [3.82, 1.86, 2.87], [4.81, 2.48, 3.55], [4.39, 1.13, 1.80], [3.87, 0.33, 4.40], [2.30, 1.16, 4.24], [3.12, 2.60, 2.47]],
  "lowdin_charge": [-0.1381, -0.2334, -0.5810, 0.6786, -0.0996, 0.0500, -0.0039, 0.0264, -0.0408, -0.0616, -0.3882, -0.0596, -0.0795, -0.0529, -0.1119, -0.1559, -0.0984, -0.3956, 0.0348, 0.0380, -0.2947, 0.0877, -0.0176, -0.2134, -0.2477, -0.6283, 0.7368, -0.3181, 0.0777, 0.0467, 0.0826, 0.0869, 0.1165, 0.0975, 0.0585, 0.0876, 0.1305, 0.0956, 0.1236, 0.0722, 0.0919, 0.0844, 0.1061, 0.0949, 0.1089, 0.1205, 0.0979, 0.1146, 0.1349, 0.1013, 0.1044, 0.1146, 0.0963, 0.1248, 0.0659, 0.0613, 0.1598, -0.5336, 0.0517, -0.0661, -0.3208, 0.0749, 0.1436, 0.1488, 0.1344, 0.1479, 0.1619, -0.5108, 0.0404, -0.0591, -0.3196, 0.0839, 0.1522, 0.1540, 0.1081, 0.1567, 0.1427, -0.5221, 0.0900, -0.0603, -0.3091, 0.0686, 0.0815, 0.1513, 0.1466, 0.1811, 0.1460, -0.5081, 0.0501, -0.0551, -0.3219, 0.0823, 0.1190, 0.1526, 0.1464, 0.1791]
}

***

(2)
{
  "formula": "C33H39IN4S5Sc",
  "method": "ωB97M-V/def2-TZVPD",
  "de_lowest_kj_mol": 0.00,
  "charge": 1,
  "homo_energy_ha": -0.358,
  "species": ["Sc", "S", "C", "C", "C", "C", "C", "C", "S", "C", "C", "C", "C", "C", "C", "C", "S", "C", "C", "C", "C", "C", "C", "S", "N", "H", "H", "H", "H", "H", "H", "H", "H", "H", "H", "H", "H", "H", "H", "H", "I", "C", "C", "C", "C", "C", "N", "H", "H", "H", "H", "C", "C", "C", "C", "N", "C", "S", "N", "C", "C", "C", "C", "H", "H", "H", "H", "H", "H", "H", "H", "H", "H", "H", "H", "H", "H", "H", "H", "H", "H", "H", "H"],
  "coordinates": [[1.00, -1.50, -0.59], [3.13, -2.36, -1.63], [3.23, -1.84, -3.31], [4.47, -1.86, -3.97], [4.58, -1.44, -5.28], [3.47, -0.99, -5.99], [2.23, -0.97, -5.36], [2.13, -1.39, -4.03], [0.54, -1.36, -3.26], [0.16, -3.14, -3.23], [-0.97, -3.39, -2.28], [-1.91, -4.38, -2.54], [-2.91, -4.60, -1.62], [-2.98, -3.80, -0.49], [-2.03, -2.81, -0.32], [-2.17, -1.84, 0.82], [-0.62, -1.37, 1.63], [-0.29, -2.82, 2.59], [-0.94, -2.97, 3.81], [-0.72, -4.10, 4.58], [0.15, -5.07, 4.11], [0.81, -4.92, 2.91], [0.61, -3.79, 2.11], [1.50, -3.65, 0.60], [-1.02, -2.63, -1.18], [5.34, -2.21, -3.43], [5.55, -1.47, -5.76], [3.56, -0.66, -7.01], [1.35, -0.63, -5.88], [1.06, -3.67, -2.89], [-0.09, -3.47, -4.24], [-1.83, -4.97, -3.44], [-3.64, -5.38, -1.78], [-3.77, -3.93, 0.24], [-2.83, -2.23, 1.59], [-2.59, -0.91, 0.44], [-1.60, -2.18, 4.16], [-1.23, -4.21, 5.53], [0.33, -5.96, 4.71], [1.50, -5.68, 2.56], [3.05, 1.33, -1.66], [3.24, 0.75, 0.33], [4.16, 1.40, 1.12], [4.32, 0.99, 2.43], [3.56, -0.07, 2.90], [2.66, -0.66, 2.04], [2.48, -0.26, 0.77], [4.75, 2.21, 0.71], [5.04, 1.48, 3.07], [3.66, -0.44, 3.91], [2.07, -1.51, 2.36], [0.07, 5.00, 2.98], [0.24, 4.74, 1.48], [0.91, 3.41, 1.15], [0.20, 2.19, 1.72], [-1.19, 2.09, 1.28], [-1.60, 1.55, 0.14], [-0.58, 0.79, -1.01], [-2.90, 1.62, -0.16], [-3.91, 2.40, 0.55], [-3.82, 3.92, 0.36], [-3.86, 4.38, -1.10], [-2.50, 4.41, -1.79], [-0.31, 6.00, 3.16], [1.02, 4.90, 3.50], [-0.63, 4.30, 3.44], [0.84, 5.54, 1.04], [-0.73, 4.80, 0.98], [1.93, 3.40, 1.55], [0.99, 3.29, 0.07], [0.18, 2.21, 2.81], [0.70, 1.28, 1.42], [-1.88, 2.58, 1.84], [-3.13, 1.26, -1.07], [-3.89, 2.14, 1.61], [-4.88, 2.06, 0.17], [-2.91, 4.31, 0.84], [-4.66, 4.35, 0.91], [-4.28, 5.39, -1.12], [-4.56, 3.76, -1.66], [-1.80, 5.06, -1.25], [-2.59, 4.80, -2.80], [-2.04, 3.42, -1.87]],
  "lowdin_charge": [0.1981, 0.5664, -0.7141, -0.1089, -0.0683, -0.0798, -0.1000, -0.5733, 0.8911, -0.3425, -0.3192, 0.0078, -0.0161, 0.0052, -0.3008, -0.3464, 0.9305, -0.5353, -0.1054, -0.0805, -0.0681, -0.1050, -0.6573, 0.6106, 0.0234, 0.1066, 0.1101, 0.1065, 0.1068, 0.0781, 0.1018, 0.1262, 0.1213, 0.1239, 0.0957, 0.0622, 0.1071, 0.1064, 0.1107, 0.1052, 1.0944, -0.7481, -0.1211, -0.0325, -0.0214, -0.1339, -0.0979, 0.1018, 0.1209, 0.1192, 0.0735, -0.0996, -0.2515, -0.1920, -0.1953, 0.0569, -0.7783, 0.6209, -0.0022, -0.1727, -0.1900, -0.2413, -0.0934, 0.0761, 0.0811, 0.0632, 0.1138, 0.0747, 0.1121, 0.0822, 0.1277, 0.0495, 0.1296, 0.1257, 0.1210, 0.1286, 0.0892, 0.1179, 0.1085, 0.1100, 0.0704, 0.0775, 0.0447]
}